{"formula": "C30H30Br4CrN3O2", "method": "ωB97M-V with the def2-TZVPD basis set", "symbols": ["Cr", "C", "C", "C", "C", "C", "C", "C", "C", "C", "C", "N", "C", "C", "C", "C", "C", "N", "H", "H", "H", "H", "H", "H", "H", "H", "H", "H", "H", "H", "H", "H", "H", "H", "H", "Br", "C", "C", "Br", "C", "Br", "C", "O", "C", "O", "C", "Br", "C", "N", "C", "C", "C", "C", "C", "C", "C", "C", "H", "H", "H", "H", "H", "H", "H", "H", "H", "H", "H", "H", "H"], "xyz": [[-0.17563, -0.04347, -0.15244], [2.11629, -1.88704, -3.74049], [1.52760, -2.25300, -2.37558], [2.56742, -2.18793, -1.28837], [3.42525, -3.26363, -1.10230], [4.43491, -3.21930, -0.15327], [4.60207, -2.08231, 0.61784], [3.76282, -0.98192, 0.46666], [4.00123, 0.24443, 1.31755], [5.19925, 1.06579, 0.83586], [2.74654, -1.05689, -0.49091], [1.81728, 0.02954, -0.62694], [2.19942, 1.16493, -1.10712], [1.22526, 2.19936, -1.23097], [1.22022, 3.46219, -1.81178], [-0.11572, 3.88829, -1.79816], [-0.85724, 2.85698, -1.21705], [-0.05203, 1.84068, -0.85915], [1.39155, -2.05857, -4.53751], [3.00553, -2.48305, -3.95321], [2.40767, -0.83462, -3.77026], [1.10530, -3.25897, -2.39921], [0.69494, -1.58480, -2.15763], [3.28685, -4.15257, -1.70711], [5.08466, -4.07321, -0.01058], [5.39131, -2.04087, 1.36065], [4.17814, -0.07836, 2.34576], [3.10903, 0.86792, 1.34494], [6.11544, 0.47366, 0.86359], [5.34620, 1.94776, 1.46117], [5.06143, 1.40184, -0.19409], [3.23105, 1.31045, -1.42298], [2.07528, 3.99022, -2.20439], [-0.50936, 4.81498, -2.18361], [-1.92598, 2.79112, -1.06859], [-4.08308, -5.67942, 0.36870], [-3.51220, -3.89053, 0.18946], [-4.43442, -2.85520, 0.12398], [-6.28776, -3.20066, 0.19476], [-3.97853, -1.53145, -0.00068], [-5.16665, -0.05909, -0.11356], [-2.62871, -1.24837, -0.05441], [-2.11511, -0.02324, -0.16837], [-1.69005, -2.30431, 0.00966], [-0.41412, -1.96051, -0.04941], [-2.13982, -3.60716, 0.12994], [-0.80947, -4.94252, 0.20532], [-2.57978, 2.76344, 4.07866], [-2.37783, 2.30498, 2.68084], [-2.99606, 0.95501, 2.46208], [-0.92188, 2.34333, 2.21612], [-0.13332, 1.18259, 2.73701], [0.25599, 1.15995, 4.08125], [0.92025, 0.06518, 4.60426], [1.20236, -1.01040, 3.76728], [0.84923, -0.96257, 2.42779], [0.18558, 0.14220, 1.86644], [-3.64684, 2.87813, 4.25254], [-2.06658, 3.71047, 4.22537], [-2.17568, 2.00770, 4.74626], [-2.87155, 2.95608, 2.07198], [-2.53005, 0.26047, 3.15598], [-2.79911, 0.63811, 1.43685], [-4.06455, 1.03636, 2.64986], [-0.52077, 3.30912, 2.52586], [-0.97668, 2.30967, 1.12993], [0.05084, 2.01240, 4.72356], [1.21205, 0.04962, 5.64638], [1.70954, -1.88507, 4.15725], [1.08617, -1.81286, 1.80127]], "forces_ev_per_a": [[-0.7, -0.2, 0.6], [0.0, 0.0, 0.0], [0.0, 0.1, -0.1], [-0.1, -0.1, 0.0], [0.0, 0.0, 0.0], [0.0, 0.0, 0.0], [0.0, 0.0, 0.0], [0.1, 0.0, 0.0], [0.0, -0.1, 0.0], [0.0, 0.0, 0.0], [-0.1, 0.4, 0.1], [0.4, -0.4, -0.2], [0.0, 0.2, 0.1], [0.0, -0.2, 0.0], [0.0, 0.1, 0.0], [0.0, 0.0, 0.0], [0.1, 0.1, -0.1], [0.1, 0.2, -0.2], [0.0, 0.0, 0.0], [0.0, 0.0, 0.0], [0.0, 0.0, 0.0], [0.0, 0.0, 0.0], [0.0, -0.1, 0.0], [0.0, 0.0, 0.0], [0.0, 0.0, 0.0], [0.0, 0.0, 0.0], [0.0, 0.0, 0.0], [-0.1, 0.0, 0.0], [0.0, 0.0, 0.0], [0.0, 0.0, 0.0], [0.0, 0.0, 0.0], [0.0, 0.0, 0.0], [0.0, 0.0, 0.0], [0.0, 0.0, 0.0], [0.0, 0.0, 0.0], [0.0, 0.0, 0.0], [0.0, 0.0, 0.0], [0.0, 0.1, 0.0], [0.0, 0.0, 0.0], [-0.2, -0.1, 0.1], [-0.1, -0.1, -0.1], [0.2, 0.1, -0.1], [0.1, -0.1, -0.3], [0.2, 0.1, 0.1], [-0.1, 0.1, -0.2], [0.0, -0.1, 0.0], [0.0, 0.0, 0.0], [0.0, -0.1, -0.1], [0.0, -0.1, 0.0], [0.0, 0.1, 0.2], [-0.1, 0.0, 0.0], [0.1, 0.2, 0.0], [0.0, 0.0, 0.0], [0.0, 0.0, -0.1], [0.0, 0.1, 0.0], [0.0, 0.1, 0.0], [0.1, -0.4, -0.2], [0.0, 0.0, 0.0], [0.0, 0.0, 0.0], [0.0, 0.0, 0.0], [0.0, 0.0, 0.0], [0.0, 0.0, 0.0], [0.0, 0.2, 0.2], [0.0, 0.0, 0.0], [-0.1, 0.0, 0.1], [0.1, 0.0, 0.2], [0.0, 0.0, 0.0], [0.0, 0.0, 0.0], [0.0, 0.0, 0.0], [0.0, 0.0, 0.0]], "spin_multiplicity": 4, "charge": 0, "homo_energy_ev": [-7.2, -7.3], "molar_mass_g_mol": 836.2, "orbital_gap_ev": [6.972, 7.122], "energy_ev": -348754.8951, "de_lowest_kj_mol": 0.0}